(1)
Formula: C2HO2Ru
Source: OMol25
Level of theory: wB97M-V/def2-TZVPD

Its expectation value of S² is 12.04. The HOMO-LUMO gap (alpha / beta) comes out at 8.466 / 6.410 eV. The value obtained for the HOMO energy (alpha / beta) is -13.8 / -15.4 eV. Its energy above the lowest of the compared OMol25 structures with the same formula, charge and spin is 0.529 eV.

ORCA input file:
```
! RIJCOSX wB97M-V def2-TZVPD def2/J DEFGRID3
* xyz 1 7
C -1.82 -0.11 -0.07
C -1.76 -1.23 0.45
H -2.13 -2.17 0.84
O 1.56 0.08 0.50
Ru 0.60 1.47 -0.33
O -1.14 0.92 -0.41
*
```

***

(2)
Formula: C5H11NO2
Source: OMol25
Level of theory: wB97M-V/def2-TZVPD

The HOMO-LUMO gap comes out at 8.041 eV. The value obtained for the HOMO energy is -7.4 eV. Its energy above the lowest of the compared OMol25 structures with the same formula, charge and spin is 2.893 eV. Its SMILES is C=C(C)C.NC(=O)O.

ORCA input file:
```
! RIJCOSX wB97M-V def2-TZVPD def2/J DEFGRID3
* xyz 0 1
C 1.79 -0.26 0.38
C 0.47 0.73 -1.55
C 0.56 0.50 -0.07
C -0.07 1.38 0.80
H 1.33 1.28 -1.94
H 0.43 -0.23 -2.09
H 2.71 0.24 0.07
H 1.81 -1.27 -0.05
H 1.83 -0.37 1.47
H -0.43 1.29 -1.82
H 0.26 1.47 1.83
H -0.64 2.23 0.43
C -1.28 -0.68 0.58
N -1.87 -1.12 -0.56
O -0.72 -1.73 1.25
O -1.78 0.31 1.25
H -0.61 -1.42 2.16
H -2.28 -0.42 -1.15
H -1.49 -1.94 -1.01
*
```

***

(3)
Formula: C6H8N
Source: OMol25
Level of theory: wB97M-V/def2-TZVPD

The HOMO-LUMO gap comes out at 10.341 eV. The value obtained for the HOMO energy is -14.5 eV. Its energy above the lowest of the compared OMol25 structures with the same formula, charge and spin is 5.452 eV. Its SMILES is C=C=[NH+][C@@H]1C=C1C.

ORCA input file:
```
! RIJCOSX wB97M-V def2-TZVPD def2/J DEFGRID3
* xyz 1 1
C 2.81 -0.35 1.72
C -1.89 0.03 0.36
C -0.45 0.56 0.49
C -1.32 0.35 -0.76
C 1.73 -0.50 1.07
C -1.30 0.34 -2.19
N 0.54 -0.51 0.76
H 3.80 -0.36 1.25
H 2.68 -0.39 2.72
H -2.59 -0.41 1.06
H -0.10 1.57 0.66
H -0.30 0.61 -2.62
H -2.10 1.04 -2.55
H -1.42 -0.60 -2.55
H -0.09 -1.37 0.57
*
```

***

(4)
Formula: C48H41Br2CaN13O6S2
Source: OMol25
Level of theory: wB97M-V/def2-TZVPD

The HOMO-LUMO gap comes out at 7.453 eV. The value obtained for the HOMO energy is -7.7 eV. Its energy above the lowest of the compared OMol25 structures with the same formula, charge and spin is 0.000 eV.

ORCA input file:
```
! RIJCOSX wB97M-V def2-TZVPD def2/J DEFGRID3
* xyz 0 1
Ca -0.66 -0.77 -0.68
C 4.71 0.94 1.24
N 3.46 0.21 1.17
C 2.43 0.41 0.35
N 1.49 -0.50 0.58
C 2.02 -1.23 1.60
N 3.21 -0.84 1.99
C 4.90 1.68 2.55
C 6.17 2.11 2.90
C 6.39 2.78 4.09
C 5.33 3.03 4.95
C 4.05 2.61 4.60
C 3.84 1.93 3.40
C 2.94 2.85 5.52
N 2.99 3.20 6.76
N 1.67 3.29 7.19
C 0.94 2.98 6.18
O 1.67 2.68 5.08
C -0.52 2.93 6.08
C -1.29 2.94 7.24
C -2.67 2.90 7.13
C -3.28 2.85 5.88
C -2.51 2.85 4.72
C -3.19 2.86 3.37
N -2.31 2.43 2.30
C -2.10 1.19 1.84
N -1.11 1.21 0.97
C -0.75 2.52 0.93
N -1.45 3.29 1.73
C -1.13 2.88 4.83
H 4.71 1.63 0.39
H 5.52 0.23 1.09
H 2.39 1.17 -0.42
H 1.51 -2.07 2.04
H 7.00 1.90 2.23
H 7.38 3.11 4.35
H 5.48 3.55 5.88
H 2.84 1.59 3.15
H -0.81 2.98 8.20
H -3.28 2.90 8.02
H -4.36 2.82 5.81
H -3.52 3.86 3.12
H -4.06 2.21 3.38
H -2.68 0.33 2.13
H 0.03 2.89 0.29
H -0.51 2.89 3.94
Br -3.14 -5.46 -5.58
C -2.53 -4.33 -4.21
C -3.31 -3.29 -3.75
C -2.80 -2.48 -2.75
N -1.59 -2.66 -2.21
C -0.85 -3.67 -2.66
C -1.27 -4.54 -3.65
C 0.49 -3.83 -2.03
C 1.02 -5.10 -1.82
C 2.28 -5.19 -1.26
Br 3.04 -6.89 -0.93
C 2.99 -4.04 -0.96
C 2.36 -2.83 -1.20
N 1.14 -2.71 -1.70
H -4.29 -3.09 -4.17
H -3.37 -1.65 -2.36
H -0.64 -5.34 -4.01
H 0.45 -5.99 -2.06
H 3.99 -4.08 -0.55
H 2.89 -1.90 -1.01
C -1.33 -4.43 2.16
C -1.73 -3.25 1.31
O -0.81 -2.59 0.81
C -3.14 -2.95 1.12
C -4.10 -3.84 1.65
C -5.45 -3.64 1.49
C -5.88 -2.51 0.79
C -4.99 -1.62 0.26
C -3.58 -1.79 0.40
O -2.80 -0.91 -0.09
H -0.24 -4.46 2.23
H -1.67 -5.37 1.72
H -1.75 -4.37 3.17
H -3.77 -4.72 2.19
H -6.16 -4.35 1.90
H -6.95 -2.34 0.65
H -5.32 -0.74 -0.28
C 1.41 -1.70 -4.91
N 2.57 -1.16 -4.21
C 2.87 0.10 -3.86
S 4.05 0.37 -2.67
N 2.27 1.14 -4.46
C 1.41 1.18 -5.62
H 1.55 -2.78 -4.97
H 1.34 -1.32 -5.93
H 0.48 -1.49 -4.39
H 3.09 -1.82 -3.65
H 2.59 2.02 -4.08
H 0.53 0.54 -5.51
H 1.95 0.90 -6.53
H 1.06 2.20 -5.73
O 0.62 1.73 -1.64
C -0.21 1.62 -2.54
N -0.91 0.49 -2.78
S -1.98 0.67 -3.99
O -1.64 -0.19 -5.10
O -3.33 0.61 -3.51
C -1.54 2.34 -4.37
C -2.01 3.17 -5.37
C -1.44 4.44 -5.45
C -0.45 4.85 -4.56
C 0.01 3.99 -3.57
C -0.55 2.73 -3.49
H -2.78 2.85 -6.06
H -1.78 5.12 -6.22
H -0.03 5.84 -4.65
H 0.78 4.29 -2.87
*
```

***

(5)
Formula: C2F3NO4S2Sn
Source: OMol25
Level of theory: wB97M-V/def2-TZVPD

The HOMO-LUMO gap comes out at 7.470 eV. The value obtained for the HOMO energy is -8.2 eV.

ORCA input file:
```
! RIJCOSX wB97M-V def2-TZVPD def2/J DEFGRID3
* xyz 0 1
Sn -0.97 -1.44 1.36
N -0.48 0.53 1.75
S -1.32 0.50 3.26
O -1.70 -1.09 3.16
S 0.94 -0.33 -0.40
O 0.17 -1.63 -0.20
O -0.09 0.91 -0.45
C 1.13 -0.41 -2.26
F 2.00 -1.37 -2.52
F -0.02 -0.67 -2.85
F 1.60 0.74 -2.70
O -0.82 2.70 0.91
C -0.46 1.55 0.93
*
```

***

(6)
Formula: C26H32AuBrO4
Source: OMol25
Level of theory: wB97M-V/def2-TZVPD

Its expectation value of S² is 2.03. The HOMO-LUMO gap (alpha / beta) comes out at 7.237 / 4.099 eV. The value obtained for the HOMO energy (alpha / beta) is -7.5 / -7.4 eV. Its energy above the lowest of the compared OMol25 structures with the same formula, charge and spin is 0.000 eV.

ORCA input file:
```
! RIJCOSX wB97M-V def2-TZVPD def2/J DEFGRID3
* xyz 0 3
O 3.14 -1.91 -1.59
C 2.21 -0.82 -1.12
C 1.13 -1.87 -0.75
H 1.91 -0.09 -1.89
H 2.60 -0.25 -0.25
C 2.33 -2.89 -0.82
H 0.38 -1.89 -1.57
H 0.59 -1.78 0.21
C 2.17 -4.21 -1.58
H 2.96 -4.25 -2.35
H 1.18 -4.33 -2.07
H 2.30 -5.06 -0.89
C 2.84 -3.11 0.61
H 3.18 -2.16 1.05
H 3.71 -3.80 0.64
H 2.02 -3.59 1.18
Au -1.64 -0.84 0.88
C -3.93 0.21 1.08
C -3.57 1.51 0.62
C -2.88 1.39 -0.60
H -3.86 2.45 1.08
C -2.81 0.00 -0.95
C -3.64 -0.73 0.03
H -4.05 -1.73 -0.11
H -4.44 0.01 2.02
H -2.54 2.24 -1.21
H -2.43 -0.43 -1.89
C -0.45 0.69 4.03
C -0.92 -0.56 3.62
C -0.16 -0.99 2.42
H -1.72 -1.14 4.08
C 0.77 0.15 2.15
C 0.61 1.12 3.14
H 1.21 2.00 3.34
H -0.76 1.23 4.92
H 0.21 -2.00 2.32
H 1.45 0.18 1.31
O 0.08 -1.83 -3.46
C -0.48 -3.08 -3.97
C 0.31 -3.57 -5.20
H -1.55 -2.91 -4.21
H -0.40 -3.85 -3.19
C 1.08 -2.32 -5.69
H -0.33 -4.01 -5.98
H 1.02 -4.36 -4.89
C 1.08 -1.37 -4.46
H 0.48 -1.84 -6.48
H 2.07 -2.53 -6.14
H 0.73 -0.37 -4.78
H 2.10 -1.29 -4.00
Br -2.40 2.95 3.55
C -1.25 4.44 3.41
C -0.98 5.22 4.54
C 0.12 6.07 4.53
C 0.93 6.18 3.39
C 0.55 5.51 2.22
C -0.60 4.70 2.20
C -1.03 3.94 0.93
O -2.15 4.21 0.45
O -0.09 3.16 0.64
H -1.64 5.15 5.40
H 0.34 6.64 5.43
H 1.82 6.82 3.39
H 1.14 5.57 1.30
*
```

***

(7)
Formula: C9H12N16O3RuSbSe4
Source: OMol25
Level of theory: wB97M-V/def2-TZVPD

Its expectation value of S² is 0.85. The HOMO-LUMO gap (alpha / beta) comes out at 4.064 / 3.962 eV. The value obtained for the HOMO energy (alpha / beta) is -1.2 / -1.2 eV. Its energy above the lowest of the compared OMol25 structures with the same formula, charge and spin is 7.726 eV.

ORCA input file:
```
! RIJCOSX wB97M-V def2-TZVPD def2/J DEFGRID3
* xyz -2 2
Ru 0.39 0.43 0.15
N -1.72 -1.84 -0.27
N -1.13 -2.94 -0.90
C 0.18 -3.02 -1.02
N 0.67 -4.06 -1.74
N 0.90 -2.08 -0.41
N 2.25 -2.19 -0.34
O 2.83 -1.14 -0.16
O 2.85 -3.28 -0.40
H -1.88 -2.06 0.70
H -2.58 -1.65 -0.75
H -1.70 -3.42 -1.58
H 0.14 -4.32 -2.55
H 1.67 -4.10 -1.82
N -1.18 1.64 3.02
C -1.07 2.44 1.90
N -0.99 3.75 1.98
N -0.92 4.15 0.67
N -0.94 3.14 -0.12
N -1.07 2.00 0.63
C -0.78 0.32 3.02
N -0.64 -0.40 4.12
N -0.29 -1.63 3.67
N -0.24 -1.64 2.38
N -0.57 -0.39 1.92
H -1.13 2.12 3.90
Se -0.48 -2.73 -4.78
Sb -1.40 -0.63 -3.81
Se 1.63 1.82 -1.03
Se -0.01 0.47 -2.06
Se -3.45 -2.00 -3.48
N 6.39 2.45 -0.38
C 6.12 1.90 0.85
O 7.01 1.56 1.61
C 4.66 1.81 1.17
C 4.19 0.73 1.94
C 2.84 0.65 2.22
N 1.91 1.54 1.82
C 2.37 2.58 1.00
C 3.78 2.77 0.77
H 7.35 2.42 -0.67
H 5.69 2.45 -1.10
H 4.88 -0.04 2.28
H 2.45 -0.17 2.81
H 1.74 3.46 1.03
H 4.08 3.62 0.17
*
```

***

(8)
Formula: C17H37N2O5P2S2
Source: OMol25
Level of theory: wB97M-V/def2-TZVPD

The HOMO-LUMO gap comes out at 7.423 eV. The value obtained for the HOMO energy is -11.5 eV.

ORCA input file:
```
! RIJCOSX wB97M-V def2-TZVPD def2/J DEFGRID3
* xyz 1 1
C 0.71 5.21 0.77
C 1.06 4.07 0.59
C 1.00 2.69 0.12
C -0.08 1.87 0.46
N 0.23 0.70 -0.21
O -0.48 -0.44 -0.28
C -1.90 -0.23 -0.30
C -2.43 0.56 -1.55
C -3.06 1.93 -1.11
O -1.49 0.68 -2.61
C 1.38 0.74 -0.89
P 2.24 -0.55 -1.93
S 1.16 -2.09 -2.39
N 1.88 2.01 -0.68
P 3.34 2.73 -1.33
S 4.93 1.67 -1.06
H 0.39 6.23 0.93
H -0.94 2.10 1.08
H -2.30 0.24 0.62
H -2.35 -1.24 -0.33
H -3.29 -0.02 -1.96
H -2.79 2.77 -1.80
H -2.86 2.18 -0.05
H -4.16 1.86 -1.18
H -1.39 1.61 -2.86
H 2.68 0.04 -3.15
H 3.40 -1.01 -1.25
H 3.14 2.98 -2.72
H 3.47 4.02 -0.73
C -7.37 -0.71 0.47
C -6.31 -0.04 1.32
C -6.92 0.60 2.56
O -5.63 0.96 0.55
H -8.11 0.02 0.12
H -6.92 -1.16 -0.42
H -7.89 -1.49 1.03
H -5.56 -0.77 1.62
H -7.64 1.37 2.28
H -6.15 1.09 3.16
H -7.42 -0.14 3.18
H -6.29 1.62 0.28
C 3.59 3.79 2.63
C 4.54 2.79 3.26
C 5.96 2.98 2.76
O 4.11 1.46 2.96
H 3.56 3.67 1.54
H 2.57 3.63 3.00
H 3.88 4.82 2.86
H 4.52 2.89 4.35
H 6.01 2.84 1.68
H 6.63 2.25 3.21
H 6.33 3.98 2.99
H 4.12 1.36 2.00
C 2.95 -7.07 -2.89
C 2.34 -6.95 -1.51
C 0.82 -6.83 -1.58
O 2.87 -5.80 -0.85
H 2.72 -6.19 -3.50
H 4.03 -7.15 -2.83
H 2.57 -7.95 -3.41
H 2.61 -7.82 -0.90
H 0.53 -5.94 -2.14
H 0.40 -6.73 -0.58
H 0.38 -7.70 -2.06
H 2.64 -5.02 -1.37
*
```